Record 1
Computed, not measured: a single C22H24N4O5 molecule at a distorted geometry, with ωB97M-V/def2-TZVPD.

LUMO in eV: 0.53
DFT total energy in eV: -39400.27365
Energy above the lowest of the compared OMol25 structures with the same formula, charge and spin in kcal per mole: 55.7
HOMO level in eV: -8.2
HOMO-LUMO gap in Ha: 0.3212

Last column: Löwdin charge in e.
Atoms and positions in Å:
H (0.23, 3.30, 0.79)  0.103
C (0.52, -6.15, 1.35)  -0.186
H (1.90, 1.30, -1.82)  0.126
C (-1.37, 4.44, -2.20)  -0.249
H (0.68, 6.44, -0.63)  0.109
C (0.06, -3.89, 0.83)  -0.136
C (-0.19, -2.51, 1.34)  -0.422
H (-3.31, 2.17, 1.04)  0.106
N (-0.94, -1.73, 0.51)  0.156
N (-0.59, 0.60, 1.19)  -0.031
O (-3.46, 3.30, -1.82)  -0.056
H (-3.17, 4.55, -3.35)  0.126
O (-0.24, 3.70, -2.14)  0.071
C (-1.37, -0.43, 0.78)  -0.235
C (1.35, 1.90, 1.97)  -0.113
C (1.39, 1.50, -0.87)  -0.185
H (-2.96, 2.75, -1.20)  0.054
H (2.64, 0.19, 0.28)  0.125
C (0.57, -6.45, -0.02)  -0.198
H (-1.46, -2.20, -0.22)  0.145
H (0.18, -9.10, 1.26)  0.142
H (0.43, -5.71, -2.02)  0.121
H (1.95, -8.75, 1.24)  0.142
H (-3.53, -0.46, 0.31)  0.098
H (2.67, 4.58, -0.76)  0.129
H (2.38, 1.75, 2.29)  0.121
C (-1.16, 5.65, -1.61)  -0.005
C (-2.54, 1.42, 0.99)  -0.152
C (0.18, 5.65, -1.15)  -0.017
H (0.00, -3.41, -1.26)  0.110
H (1.06, -0.23, 2.11)  0.128
C (-2.65, 0.07, 0.63)  -0.001
H (-2.27, 3.01, -3.48)  0.126
C (0.85, 0.58, 1.40)  -0.252
C (0.70, 4.44, -1.50)  -0.266
C (0.94, -8.32, 1.12)  -0.150
C (1.29, 3.04, 0.96)  -0.190
O (0.75, -7.29, 2.07)  0.045
C (0.12, -4.19, -0.52)  -0.034
C (0.28, -4.88, 1.80)  0.081
O (0.24, -2.12, 2.41)  0.084
H (1.79, 3.92, 1.37)  0.126
C (2.03, 3.81, -1.20)  -0.117
O (0.82, -7.78, -0.18)  0.044
C (1.57, 0.32, 0.07)  -0.106
H (1.21, -0.60, -0.39)  0.104
N (1.97, 2.69, -0.28)  -0.149
H (-1.88, 6.44, -1.51)  0.112
C (0.38, -5.48, -0.97)  0.018
H (0.31, 1.62, -1.09)  0.119
N (-1.30, 1.71, 1.33)  0.086
H (0.25, -4.63, 2.85)  0.134
C (-2.58, 3.81, -2.80)  -0.185
H (2.50, 3.46, -2.13)  0.127
H (0.75, 2.18, 2.84)  0.116

***

Record 2
Computed, not measured: 2 unconnected molecules or ions with the total composition C2H6NS at a distorted geometry, with ωB97M-V/def2-TZVPD.

LUMO in eV: 4.11
DFT total energy in eV: -14496.98265
Energy above the lowest of the compared OMol25 structures with the same formula, charge and spin in kcal per mole: 10.6
HOMO level in eV: -2.9
HOMO-LUMO gap in Ha: 0.2559
Total charge: -1

Last column: Löwdin charge in e.
Atoms and positions in Å:
H (-1.02, -0.31, 0.74)  -0.057
C (1.90, 0.49, -0.37)  -0.074
H (-0.16, 0.95, 1.14)  0.077
C (0.88, -0.34, -0.03)  -0.330
N (-0.05, -0.03, 0.92)  0.015
H (-3.64, -1.21, -0.61)  -0.482
H (2.83, 0.16, -0.82)  0.008
H (0.81, -1.30, -0.52)  0.094
H (1.75, 1.55, -0.20)  0.023
S (-3.29, 0.04, -0.26)  -0.274

***

Record 3
Computed, not measured: 2 unconnected molecules or ions with the total composition C3H9N3O2 at a distorted geometry, with ωB97M-V/def2-TZVPD.

LUMO (spin up / spin down) in eV: 0.21 / 0.21
DFT total energy in eV: -11813.77277
Energy above the lowest of the compared OMol25 structures with the same formula, charge and spin in kcal per mole: 237.2
HOMO level (spin up / spin down) in eV: -7.7 / -7.7
HOMO-LUMO gap (spin up / spin down) in Ha: 0.2917 / 0.2917

Last column: Löwdin charge in e.
Atoms and positions in Å:
H (0.95, -1.85, 2.15)  0.081
N (2.42, 0.26, -0.32)  -0.005
C (0.50, 1.48, 0.55)  -0.039
N (0.67, -1.04, 0.45)  -0.085
O (0.74, -0.94, 1.88)  -0.078
H (-2.69, -0.75, -1.21)  0.084
H (0.81, 2.30, -0.10)  0.083
H (-0.53, 0.35, -1.69)  0.095
H (0.91, 1.61, 1.55)  0.082
C (-0.60, -0.52, -1.05)  -0.046
H (-0.18, -1.39, -1.55)  0.094
O (2.72, 0.97, -1.25)  -0.022
N (1.00, 0.22, -0.03)  -0.333
C (-1.94, -0.70, -0.41)  -0.121
H (-1.98, -1.62, 0.18)  0.076
H (-2.21, 0.14, 0.23)  0.066
H (-0.59, 1.48, 0.63)  0.070

***

Record 4
Computed, not measured: 3 unconnected molecules or ions with the total composition CH2ClNO2S2 at a distorted geometry, with ωB97M-V/def2-TZVPD.

LUMO in eV: -2.20
DFT total energy in eV: -40846.04701
Energy above the lowest of the compared OMol25 structures with the same formula, charge and spin in kcal per mole: 13.8
HOMO level in eV: -9.8
HOMO-LUMO gap in Ha: 0.2809

Last column: Löwdin charge in e.
Atoms and positions in Å:
H (0.94, 1.73, -2.49)  0.060
C (1.06, 1.70, -0.50)  -0.829
O (-0.39, -2.91, 1.93)  -0.389
O (-1.11, -0.73, 1.31)  -0.538
S (1.16, 1.61, 1.09)  0.655
Cl (-1.26, -1.11, -1.48)  0.195
S (-0.03, -1.51, 1.89)  0.915
H (-1.09, -0.71, -0.16)  -0.251
N (0.72, 1.94, -1.59)  0.181

***

Record 5
Computed, not measured: a molecular structure, C26H37EuN2O4P2 at a distorted geometry, with ωB97M-V/def2-TZVPD.

LUMO (spin up / spin down) in eV: -2.45 / -2.44
DFT total energy in eV: -76636.55241
Energy above the lowest of the compared OMol25 structures with the same formula, charge and spin in kcal per mole: 37.3
HOMO level (spin up / spin down) in eV: -9.6 / -9.6
HOMO-LUMO gap (spin up / spin down) in Ha: 0.2621 / 0.2626
2S+1: 8
Total charge: +1

Last column: Mulliken spin population.
Atoms and positions in Å:
C (2.49, -2.43, 2.82)  -0.001
H (0.48, -3.21, 2.91)  0.000
H (2.11, -2.54, -4.89)  0.000
H (3.65, 1.61, 4.26)  0.000
H (3.21, 1.96, 2.57)  0.000
Eu (0.20, 0.83, -1.21)  6.978
H (-0.79, 3.55, -2.00)  0.001
H (-0.06, 1.15, 4.75)  0.000
C (3.58, 1.17, 3.25)  0.000
C (-3.77, 0.87, 4.53)  0.000
C (-1.27, -2.19, -4.69)  0.000
O (-0.65, 2.04, 0.75)  -0.003
C (1.13, -2.20, -4.58)  -0.002
H (-4.05, 1.65, -0.62)  0.000
C (1.12, -2.34, 3.01)  0.000
C (2.22, -2.78, -0.84)  -0.003
C (-2.76, 1.98, 2.63)  -0.001
N (-0.85, -1.12, 3.50)  0.000
O (0.06, 3.38, -1.55)  0.002
C (1.34, 0.04, 3.53)  0.001
H (1.37, -3.15, -1.43)  0.000
H (4.60, 0.91, 2.94)  0.000
H (0.98, 2.84, -2.33)  0.002
C (-2.95, 2.04, -3.76)  0.000
P (-2.53, 0.96, -2.34)  0.021
C (-1.82, -0.11, 3.46)  0.000
C (-2.61, -0.69, -3.19)  -0.007
C (2.29, -0.68, -2.87)  0.029
H (-2.86, -1.01, 5.12)  0.000
H (3.20, -1.07, -3.33)  0.000
H (-2.99, 3.08, -3.42)  0.000
H (2.95, -3.39, 2.59)  0.000
H (-2.70, 2.80, 1.92)  0.000
C (-2.84, -0.17, 4.43)  0.000
C (4.16, -0.71, -0.70)  -0.003
C (0.53, -1.10, 3.32)  -0.001
H (-3.32, -0.61, -4.03)  -0.001
H (0.42, 1.97, 3.25)  0.000
H (-3.04, -1.40, -2.46)  0.001
C (-4.12, 0.92, -1.44)  0.000
P (2.41, -0.99, -1.06)  0.015
H (3.13, -3.30, -1.15)  0.000
H (1.67, 2.26, -3.78)  0.001
C (-0.99, 0.91, 1.30)  -0.016
H (-2.22, -2.53, -5.08)  0.000
C (1.05, -1.24, -3.57)  -0.023
C (-1.28, -1.22, -3.69)  0.001
H (4.77, -1.57, -1.03)  -0.001
H (-3.93, 1.76, -4.18)  0.000
H (-1.23, -2.04, 3.73)  0.000
C (3.28, -1.28, 2.91)  0.000
H (2.02, -2.98, 0.22)  0.001
C (2.70, -0.05, 3.23)  0.002
H (-4.28, -0.07, -1.00)  0.000
H (-0.02, -3.43, -5.93)  0.000
H (-4.43, 2.77, 3.73)  0.000
C (-0.05, -2.68, -5.15)  0.001
H (-4.96, 1.18, -2.09)  0.000
H (-0.18, 2.85, -0.63)  0.004
C (0.77, 1.32, 4.06)  -0.001
H (4.51, 0.20, -1.21)  0.000
H (-2.18, 1.95, -4.54)  0.001
H (2.27, 0.52, -2.96)  -0.006
C (-1.84, 0.94, 2.51)  0.001
H (1.54, 1.87, 4.61)  0.000
N (-0.14, -0.76, -3.14)  0.003
H (4.28, -0.57, 0.38)  0.001
H (4.35, -1.33, 2.75)  0.000
C (-3.72, 1.95, 3.64)  0.000
O (-0.67, -0.20, 0.78)  0.002
H (-4.52, 0.83, 5.31)  0.000
O (1.75, 2.09, -2.82)  0.002

***

Record 6
Computed, not measured: 2 unconnected molecules or ions with the total composition C5H13NO2 at a distorted geometry, with ωB97M-V/def2-TZVPD.

LUMO in eV: -1.08
DFT total energy in eV: -10977.25030
Energy above the lowest of the compared OMol25 structures with the same formula, charge and spin in kcal per mole: 106.7
HOMO level in eV: -6.9
HOMO-LUMO gap in Ha: 0.2154

Last column: Löwdin charge in e.
Atoms and positions in Å:
H (0.67, -1.54, 3.28)  0.174
H (-1.51, 1.22, 2.73)  0.116
C (1.49, 1.32, -1.85)  -0.166
H (-1.25, -1.05, 1.32)  0.208
H (-0.02, 0.46, 1.23)  0.073
O (-1.30, -0.81, -1.12)  -0.041
H (-1.36, -0.21, 3.85)  0.072
H (0.86, -1.99, 1.67)  0.188
N (0.78, -1.16, 2.31)  0.140
H (1.27, -0.37, -0.63)  0.085
H (0.24, 1.12, -0.03)  0.113
C (-0.52, -0.14, -1.74)  -0.743
C (0.68, 0.48, -0.95)  -0.235
C (-0.39, -0.36, 1.95)  -0.291
O (-0.44, 0.24, -2.97)  -0.100
H (2.48, 1.51, -1.40)  0.056
H (1.65, -0.56, 2.33)  0.190
H (1.74, 0.77, -2.81)  0.100
C (-0.84, 0.43, 3.15)  -0.084
H (0.99, 2.25, -2.07)  0.076
H (0.08, 0.62, 3.67)  0.070